(w)
This record from the Open Molecules 2025 dataset describes an isolated molecule of C3H9NS2. The level of theory is ωB97M-V/def2-TZVPD.

Values from the calculation:
LUMO level (hartree): 0.0171
Structure (SMILES): C[C@@H](N)CSS
Charge: 0
HOMO (Ha): -0.32924
Gap between HOMO and LUMO (eV): 9.4

CARTESIAN COORDINATES (ANGSTROEM)
1 C -1.5243 -0.0343 1.1248
2 C -0.7123 -0.3576 -0.1505
3 N -0.6900 0.8537 -1.0374
4 C 0.7283 -0.7190 0.2615
5 S 2.0510 -1.0039 -0.8861
6 S 3.7038 0.2663 -0.6081
7 H -2.2375 0.7036 0.7387
8 H -2.0401 -0.7525 1.7631
9 H -0.9315 0.5678 1.8479
10 H -1.1851 -1.2074 -0.6478
11 H -1.5236 1.4247 -0.9953
12 H -0.7042 0.3415 -1.9171
13 H 1.1183 0.1604 0.8183
14 H 0.7000 -1.4964 1.0455
15 H 3.2474 1.2531 -1.3574

(x)
This record from the Open Molecules 2025 dataset describes a 2-piece molecular cluster, C3H9NS2 overall. The level of theory is ωB97M-V/def2-TZVPD.

Values from the calculation:
LUMO level (hartree): 0.0183
Structure (SMILES): C=CN.CSS
Charge: 0
HOMO (Ha): -0.29381
Gap between HOMO and LUMO (eV): 8.5

CARTESIAN COORDINATES (ANGSTROEM)
1 C 1.3450 1.2847 1.5520
2 C 1.7681 1.5234 0.2409
3 N 3.0917 1.2194 -0.1394
4 H 2.2450 0.9731 2.0702
5 H 0.3672 1.3010 1.9491
6 H 1.1356 1.7842 -0.6350
7 H 3.5447 0.6888 0.5538
8 H 3.1828 0.7447 -1.0030
9 C -1.7162 0.5094 -1.3327
10 S -1.7261 -0.2956 0.2040
11 S -0.4593 -1.8206 -0.2641
12 H -2.8105 0.7263 -1.5206
13 H -1.2996 1.4637 -1.2088
14 H -1.2589 -0.2232 -2.0370
15 H -0.1632 -2.0392 1.0075

(y)
This record from the Open Molecules 2025 dataset describes an isolated molecule of C3H9NS2. The level of theory is ωB97M-V/def2-TZVPD.

Values from the calculation:
LUMO level (hartree): -0.0024
Structure (SMILES): C[C@@H](N)CSS
Charge: 0
HOMO (Ha): -0.32538
Gap between HOMO and LUMO (eV): 8.8

CARTESIAN COORDINATES (ANGSTROEM)
1 C -3.0985 0.6592 -0.7225
2 C -1.9995 0.3246 0.2785
3 N -2.1507 -1.1129 0.5735
4 C -0.5353 0.6608 -0.1880
5 S 1.0397 -0.3527 0.6584
6 S 2.8088 0.0262 -0.6022
7 H -2.8474 1.5902 -1.3496
8 H -3.2637 -0.1878 -1.3647
9 H -4.0243 0.8932 -0.2017
10 H -2.1470 0.8836 1.2043
11 H -1.6954 -1.3102 1.4204
12 H -1.6536 -1.5850 -0.1606
13 H -0.3216 0.6412 -1.2298
14 H -0.3991 1.7320 0.1672
15 H 3.6319 0.4880 0.3922

Preferred: (w); penalty for the next structure: 8.9 kcal/mol.

(w)
This record from the Open Molecules 2025 dataset describes a 2-piece molecular cluster, C9H14 overall. The level of theory is ωB97M-V/def2-TZVPD.

Values from the calculation:
LUMO level (hartree): 0.0346
Structure (SMILES): Cc1ccccc1.CC
Charge: 0
HOMO (Ha): -0.32710
Gap between HOMO and LUMO (eV): 9.8

CARTESIAN COORDINATES (ANGSTROEM)
1 C -1.9100 2.7679 1.5597
2 C -1.3136 1.3708 1.5913
3 C -0.5010 0.9340 2.6075
4 C -0.2923 -0.4521 2.7478
5 C -0.8966 -1.3197 1.8719
6 C -1.5509 -0.8665 0.7284
7 C -1.6986 0.4925 0.5539
8 H -1.3734 3.3791 0.8329
9 H -1.7839 3.2486 2.5003
10 H -2.9421 2.7069 1.2286
11 H -0.2319 1.5727 3.4359
12 H 0.2098 -0.8420 3.6231
13 H -0.7420 -2.3787 2.0476
14 H -1.9678 -1.6130 0.0649
15 H -2.0214 0.9971 -0.3476
16 C 2.4440 -1.9470 -2.8230
17 C 2.2884 -0.5603 -3.4788
18 H 2.1496 -1.9404 -1.7732
19 H 1.8239 -2.6797 -3.3365
20 H 3.4958 -2.2113 -2.8546
21 H 1.3503 -0.0887 -3.1837
22 H 2.4336 -0.6864 -4.5472
23 H 3.0300 0.1163 -3.0492

(x)
This record from the Open Molecules 2025 dataset describes a 2-piece molecular cluster, C9H14 overall. The level of theory is ωB97M-V/def2-TZVPD.

Values from the calculation:
LUMO level (hartree): 0.0377
Structure (SMILES): Cc1ccccc1.CC
Charge: 0
HOMO (Ha): -0.33389
Gap between HOMO and LUMO (eV): 10.1

CARTESIAN COORDINATES (ANGSTROEM)
1 C -1.7292 0.9327 1.5756
2 C -1.4405 -0.2087 0.5969
3 C -1.2072 -1.4772 0.9421
4 C -0.6774 -2.4810 -0.0184
5 C -0.4769 -2.1005 -1.3062
6 C -0.7587 -0.7354 -1.6862
7 C -1.3759 0.0957 -0.7443
8 H -1.0008 0.9845 2.3927
9 H -2.7225 0.7949 1.9804
10 H -1.4344 1.9720 1.0921
11 H -1.2965 -1.8767 1.9617
12 H -0.5021 -3.4528 0.3774
13 H -0.0756 -2.7464 -2.1805
14 H -0.7024 -0.3729 -2.6785
15 H -1.8533 0.9375 -1.0854
16 C 2.0337 0.6404 0.2221
17 C 2.3011 1.8422 -0.5822
18 H 2.0324 -0.2943 -0.2811
19 H 2.7518 0.6617 1.1509
20 H 0.9484 0.4856 0.5867
21 H 2.9739 1.6684 -1.4295
22 H 2.8945 2.4825 -0.0363
23 H 1.3174 2.2477 -0.8499

Preferred: (w); penalty for the next structure: 29.1 kcal/mol.

(w)
This record from the Open Molecules 2025 dataset describes a 2-piece molecular cluster, C9H14 overall. The level of theory is ωB97M-V/def2-TZVPD.

Values from the calculation:
LUMO level (hartree): 0.0375
Structure (SMILES): Cc1ccccc1.CC
Charge: 0
HOMO (Ha): -0.33055
Gap between HOMO and LUMO (eV): 10.0

CARTESIAN COORDINATES (ANGSTROEM)
1 C 0.2066 2.0770 -0.4988
2 C 0.6050 0.6431 -0.4124
3 C 1.2187 0.0609 -1.5069
4 C 1.6250 -1.3154 -1.4943
5 C 1.5357 -1.9510 -0.2823
6 C 1.1713 -1.2875 0.9006
7 C 0.5893 -0.0504 0.8104
8 H 1.0152 2.8029 -0.5757
9 H -0.3374 2.4600 0.3656
10 H -0.5308 2.2275 -1.2974
11 H 1.4457 0.7034 -2.3377
12 H 1.8638 -1.7446 -2.4598
13 H 1.7632 -3.0009 -0.0700
14 H 1.4468 -1.7697 1.8346
15 H 0.1533 0.2823 1.7461
16 C -2.8621 0.1132 0.3626
17 C -2.4890 0.8406 1.6578
18 H -2.2177 -0.7496 0.2296
19 H -3.9005 -0.2376 0.2946
20 H -2.7937 0.7767 -0.5107
21 H -3.3289 1.3000 2.1735
22 H -1.7717 1.5965 1.3697
23 H -1.9373 0.1638 2.3210

(x)
This record from the Open Molecules 2025 dataset describes a 2-piece molecular cluster, C9H14 overall. The level of theory is ωB97M-V/def2-TZVPD.

Values from the calculation:
LUMO level (hartree): 0.0382
Structure (SMILES): Cc1ccccc1.CC
Charge: 0
HOMO (Ha): -0.33505
Gap between HOMO and LUMO (eV): 10.2

CARTESIAN COORDINATES (ANGSTROEM)
1 C -3.4959 0.6943 -0.0256
2 C -2.0148 0.6308 0.3369
3 C -1.0993 1.2865 -0.4380
4 C 0.2189 1.3502 -0.0415
5 C 0.6380 0.8495 1.1681
6 C -0.2727 0.1525 1.9991
7 C -1.6344 0.1152 1.5944
8 H -3.6161 0.5474 -1.1199
9 H -4.0139 1.6230 0.0441
10 H -3.9591 -0.0796 0.5459
11 H -1.4336 1.5341 -1.4409
12 H 0.9347 1.9995 -0.5691
13 H 1.6203 0.9740 1.5705
14 H 0.1530 -0.4529 2.8294
15 H -2.3142 -0.5053 2.1510
16 C 2.1168 -1.3422 -1.7354
17 C 2.9928 -1.3340 -0.4158
18 H 1.7281 -0.3845 -2.0592
19 H 2.6215 -1.8842 -2.4867
20 H 1.1207 -1.7341 -1.4311
21 H 2.3975 -0.8372 0.3483
22 H 3.3545 -2.3711 -0.3416
23 H 3.9569 -0.8320 -0.4829

(y)
This record from the Open Molecules 2025 dataset describes a 2-piece molecular cluster, C9H14 overall. The level of theory is ωB97M-V/def2-TZVPD.

Values from the calculation:
LUMO level (hartree): 0.0382
Structure (SMILES): Cc1ccccc1.CC
Charge: 0
HOMO (Ha): -0.33034
Gap between HOMO and LUMO (eV): 10.0

CARTESIAN COORDINATES (ANGSTROEM)
1 C 0.6464 -3.8168 0.0525
2 C 0.2444 -2.3794 0.2695
3 C 0.7988 -1.3956 -0.5548
4 C 0.5310 -0.0450 -0.2502
5 C -0.2930 0.2934 0.8049
6 C -0.9701 -0.7105 1.5037
7 C -0.6751 -2.0464 1.2608
8 H 1.2773 -4.1232 0.8870
9 H 1.1801 -3.8945 -0.8928
10 H -0.1931 -4.5006 -0.0779
11 H 1.5336 -1.6890 -1.2883
12 H 0.9657 0.5857 -1.0083
13 H -0.3030 1.3048 1.1875
14 H -1.6473 -0.4677 2.3114
15 H -1.1419 -2.8795 1.7683
16 C -0.3602 3.5232 -1.0506
17 C 0.0516 4.9872 -1.3432
18 H 0.4776 2.8736 -1.2866
19 H -0.7150 3.3505 -0.0415
20 H -1.1115 3.2439 -1.7937
21 H 1.0311 4.9756 -1.8307
22 H 0.0263 5.6019 -0.4504
23 H -0.5307 5.4393 -2.1494

(z)
This record from the Open Molecules 2025 dataset describes a 2-piece molecular cluster, C9H14 overall. The level of theory is ωB97M-V/def2-TZVPD.

Values from the calculation:
LUMO level (hartree): 0.0348
Structure (SMILES): Cc1ccccc1.CC
Charge: 0
HOMO (Ha): -0.32656
Gap between HOMO and LUMO (eV): 9.8

CARTESIAN COORDINATES (ANGSTROEM)
1 C -1.3404 0.7526 -1.4461
2 C 0.0979 0.1448 -1.6582
3 C 1.3217 0.9169 -1.3288
4 C 2.5518 0.2882 -1.5696
5 C 2.6512 -1.0456 -2.0327
6 C 1.4673 -1.6113 -2.5811
7 C 0.1869 -1.0914 -2.2601
8 H -2.0101 -0.0561 -1.7969
9 H -1.5350 1.7371 -1.8544
10 H -1.6512 0.8969 -0.3752
11 H 1.3192 1.8792 -1.0490
12 H 3.5618 0.5884 -1.2873
13 H 3.7124 -1.4961 -2.1984
14 H 1.4863 -2.4856 -3.1639
15 H -0.7578 -1.5430 -2.6917
16 C -2.0290 0.7533 3.2367
17 C -0.7839 -0.1209 3.5670
18 H -2.2130 0.3222 2.1722
19 H -2.8941 0.1739 3.6259
20 H -1.8644 1.7799 3.4613
21 H -0.9856 -0.7149 4.3751
22 H -0.0643 0.4714 4.1941
23 H -0.2278 -0.5399 2.6612

Preferred: (y); penalty for the next structure: 4.3 kcal/mol.